# 1
Density functional theory data (ωB97M-V with the def2-TZVPD basis set) for C40H114ClCr2F6O29PS2 as an isolated structure in a non-equilibrium geometry.

The geometry in XYZ format:
```
195
Properties=species:S:1:pos:R:3:forces:R:3
Cr -0.117 1.374 -2.656 0.1 0.3 -1.7
Cr -3.497 -2.077 -1.146 0.2 0.1 -0.8
Cl 1.916 1.661 -3.685 -0.2 -0.1 0.4
S 0.342 1.427 0.721 3.8 0.2 -0.8
S -5.110 -6.224 -1.458 -1.9 -0.3 -0.3
P -1.853 -0.390 -2.088 0.0 -3.1 -4.7
F -3.616 -8.326 -0.720 -1.1 0.4 -0.4
F 1.955 2.970 2.332 0.1 -1.5 -0.3
F -5.820 -8.633 -0.656 0.1 -0.4 -1.2
F -4.878 -7.574 0.825 0.5 1.3 1.7
F 1.617 3.872 0.494 -0.8 -0.3 -1.0
F 2.976 2.262 0.536 1.1 -1.4 -0.4
O -1.866 1.079 -1.919 -1.7 3.2 -0.1
O -2.321 4.013 -0.828 0.7 0.6 -0.8
O -0.746 1.982 1.390 -2.1 1.4 0.7
O -0.815 7.310 5.995 0.2 -0.9 0.1
O 0.329 1.398 -0.742 0.3 0.6 -0.3
O -5.901 -6.676 -2.579 0.5 0.3 0.3
O 0.862 0.206 1.233 0.4 -1.1 0.7
O 4.152 -2.225 5.248 -0.4 0.4 -0.2
O -4.721 2.111 -1.744 -1.2 -0.4 -0.7
O 4.446 0.621 5.780 -0.3 0.1 0.2
O -3.089 -1.171 -2.807 1.1 1.8 1.1
O 6.060 5.327 -0.292 -0.8 -0.9 -1.2
O -2.365 -3.576 -1.825 0.5 0.9 0.3
O -0.201 -0.741 -5.794 0.7 -1.1 1.5
O -0.564 3.434 -2.754 0.4 1.0 1.1
O 6.283 2.486 -0.208 0.7 0.7 -0.1
O -5.883 -5.358 -0.524 1.7 -0.1 -0.7
O -3.761 -5.795 -1.799 0.0 0.4 0.5
O -4.650 -0.441 -0.382 0.4 -1.7 -1.4
O -0.510 -0.635 -2.843 -0.3 1.2 0.7
O 6.667 2.612 -3.052 -0.7 -1.3 -0.9
O 1.276 -2.137 -0.141 0.8 0.4 -0.9
O -0.619 -2.503 6.029 1.0 -0.7 0.6
O -0.982 1.248 -4.572 -0.4 1.8 1.8
O -3.867 -3.348 0.540 -1.1 0.0 -1.2
O 2.794 -4.348 0.262 -0.7 0.1 -0.1
O -2.437 -1.528 3.707 -1.0 -0.4 -0.4
O -1.932 -1.085 -0.797 0.1 -1.8 4.6
O -5.078 -2.875 -2.056 0.1 0.5 -1.8
C 6.022 1.401 -3.666 -0.9 2.4 1.3
C -5.248 -3.053 -3.567 1.1 -0.4 0.8
C -0.159 5.929 -3.176 0.4 -0.9 -0.1
C -2.346 1.874 -6.521 0.5 -0.4 0.9
C -2.828 4.889 1.318 0.8 0.7 0.9
C 0.236 6.331 6.017 0.2 0.7 0.1
C 2.028 1.147 5.636 1.4 -0.3 2.0
C -5.158 2.361 -3.130 -0.3 0.2 0.9
C -3.485 -3.832 1.866 -0.5 0.3 -1.7
C 6.168 1.650 0.947 -1.0 1.0 -0.6
C -4.524 -0.490 1.040 0.1 -0.5 0.5
C 4.079 -1.960 2.853 -0.1 0.0 -0.4
C -0.884 -3.634 -1.723 -0.9 0.5 0.8
C 6.875 6.818 1.280 0.1 -0.4 -0.2
C -2.096 5.167 -0.028 0.7 -1.1 2.2
C 2.362 -2.272 -2.288 -1.4 0.1 -1.2
C 6.285 1.404 -5.158 -0.6 0.0 0.5
C 6.861 6.478 -0.232 0.1 0.0 1.6
C 2.054 -1.395 -1.133 0.1 -0.4 1.2
C -1.183 2.284 -5.513 -1.6 -0.5 -2.1
C -6.685 2.305 -3.207 1.6 0.1 -1.3
C -2.388 -4.792 1.638 0.8 -2.3 1.3
C 0.341 4.637 -2.544 0.0 -0.9 1.1
C -2.188 0.742 3.944 1.6 0.9 0.9
C 0.883 6.013 4.682 0.4 -0.2 0.9
C 4.272 -2.938 4.011 -0.6 1.7 -0.4
C -0.107 -2.175 -5.547 -1.1 0.3 -3.0
C 1.269 -3.395 7.225 -0.6 -0.5 1.9
C -1.487 -0.512 3.490 0.9 0.5 0.9
C 3.400 1.155 4.962 0.7 0.2 0.6
C -0.498 -4.916 -2.304 -0.5 -1.6 -0.8
C 5.732 0.329 0.371 1.4 -0.6 1.0
C -4.838 -7.758 -0.467 0.5 -1.2 0.1
C 1.065 -2.763 -6.332 -0.8 -0.1 0.6
C -6.682 -3.175 -4.008 0.2 -0.2 -0.5
C 1.892 -4.983 2.394 -0.2 -3.2 -0.6
C 1.834 -5.231 0.901 0.8 0.5 -1.8
C 1.840 2.626 1.006 -2.0 2.5 1.5
C -5.202 0.760 1.549 -0.3 0.0 2.4
C -0.203 -3.010 7.346 0.5 1.2 -1.3
H 0.783 -3.762 -6.631 0.2 -0.5 0.1
H 3.433 0.634 4.026 -0.5 -0.5 -0.7
H -0.855 -3.852 7.577 0.1 0.0 0.4
H -1.168 -0.482 2.436 -0.1 0.0 0.4
H -4.418 -4.213 2.295 0.5 -0.2 0.2
H -0.447 -0.609 -6.683 -0.4 0.1 -1.7
H -2.692 -5.629 0.974 -0.2 0.1 0.8
H -1.511 1.619 3.802 -0.7 -0.5 0.1
H -7.031 -4.217 -3.960 -0.1 0.4 0.2
H 1.243 -1.475 0.550 -0.6 0.1 0.8
H -0.720 -4.988 -3.375 0.0 0.1 0.1
H -1.031 -2.664 -5.960 0.5 0.6 0.5
H -0.219 5.453 6.439 -0.3 -0.5 -0.1
H 1.322 4.288 -2.853 0.0 0.2 -0.4
H 2.251 -3.550 0.015 0.7 -0.6 0.5
H -2.489 0.771 -6.451 -0.3 0.8 0.2
H 2.065 1.838 6.497 0.1 -0.2 -0.2
H 2.840 -3.205 -2.068 0.8 -0.2 0.3
H 1.426 -2.575 -2.792 0.2 0.3 0.2
H -0.965 -5.806 -1.839 0.1 0.5 0.0
H 7.061 1.651 1.577 0.3 -0.3 -0.3
H -7.129 3.270 -3.002 -0.2 -0.1 0.5
H 6.518 7.308 -0.843 -0.6 0.1 0.0
H -2.433 5.508 2.180 -0.4 -0.6 -1.1
H 3.536 -3.711 3.973 -0.2 -0.7 0.1
H 6.336 3.430 0.035 0.0 -0.4 0.1
H 1.936 -2.785 -5.702 0.6 0.0 -0.2
H -1.458 -2.086 6.139 -1.0 0.5 0.2
H 3.739 2.177 4.720 -0.4 -0.2 0.2
H -7.293 -2.493 -3.414 -0.2 -0.1 -0.2
H 0.543 -5.007 -2.175 1.5 -0.3 0.0
H -2.449 0.665 5.025 0.2 0.0 -0.7
H 0.417 4.794 -1.458 -0.1 -0.3 -0.3
H 5.902 6.734 1.790 0.0 0.1 -0.8
H 0.367 6.822 -2.798 0.1 -0.6 -0.2
H -0.112 -2.305 -4.510 0.3 -0.1 1.5
H -4.630 -3.951 -3.837 -0.5 1.0 0.2
H 1.467 -4.232 6.580 -0.2 -0.6 -0.2
H -6.918 1.505 -2.563 -1.1 -0.7 1.0
H -4.814 -2.127 -3.947 0.2 -0.3 0.1
H -1.515 -4.424 1.089 -0.1 0.7 0.6
H -0.260 -2.167 8.084 -0.3 -0.9 -0.5
H 4.295 -2.483 1.905 0.1 0.2 0.4
H -6.698 -2.848 -5.080 -0.2 -0.3 0.9
H 1.859 -2.589 6.844 0.3 0.7 0.0
H -4.757 1.203 2.479 -0.1 -0.4 -1.1
H -3.450 -0.673 1.301 -0.7 0.8 0.0
H -0.435 -2.783 -2.260 -0.7 -0.3 0.3
H 7.867 6.272 -0.581 0.4 -0.2 0.0
H 1.306 1.557 5.013 -1.5 0.4 -1.4
H 4.489 -2.795 5.925 0.2 -0.4 0.7
H -0.549 -3.556 -0.669 -0.5 0.2 -0.5
H -0.328 2.351 -6.153 1.0 0.4 0.0
H 2.958 -1.002 -0.652 0.2 -0.3 0.0
H 4.892 1.467 -3.407 1.8 -0.4 -0.6
H 6.633 2.474 -2.093 -0.1 -0.1 0.0
H 4.748 0.407 -0.041 -0.5 0.0 -0.3
H 2.863 -1.664 -3.028 0.6 -0.1 -0.2
H -0.439 0.550 -4.976 0.1 -0.9 -0.3
H 5.771 -0.426 1.158 -0.3 -0.1 -0.1
H -3.159 -2.959 2.357 0.2 0.9 0.9
H 7.181 7.851 1.361 0.5 0.2 0.5
H 5.834 5.078 -1.208 0.3 0.2 0.4
H 1.586 -3.656 8.282 0.0 0.2 -1.3
H -1.189 6.035 -2.895 -0.7 0.2 -0.1
H -3.082 0.861 3.381 -0.7 0.3 -0.4
H 0.174 5.549 4.058 -0.9 -0.7 -1.0
H 1.323 6.826 4.122 0.1 0.5 0.2
H 6.471 0.012 -0.377 -0.3 0.1 0.0
H -4.376 -4.082 0.129 -0.1 0.1 0.2
H 4.769 -1.130 3.008 0.2 -0.1 -0.2
H -5.677 -3.402 -1.555 -1.1 -1.2 0.5
H 1.494 -0.520 -1.396 -0.3 0.2 -0.5
H 5.760 0.537 -5.570 0.3 0.1 -0.3
H -2.464 6.084 -0.450 0.1 0.4 -0.6
H -1.215 3.479 -1.991 0.2 0.2 -0.8
H 1.025 6.581 6.728 0.0 0.5 0.2
H 7.499 6.092 1.850 0.0 0.8 -0.5
H 7.337 1.378 -5.334 0.9 -0.5 -0.1
H -3.921 5.022 1.311 0.3 0.2 -0.4
H 5.276 -3.299 3.952 0.6 -0.7 -0.2
H -0.475 8.106 5.608 0.3 0.6 -0.3
H -1.960 -2.236 4.095 0.5 -1.3 0.5
H -2.093 -5.191 2.678 -0.1 0.3 -1.7
H -2.783 -4.440 -1.628 0.1 -0.4 -0.2
H 1.697 0.178 6.080 0.4 0.4 -0.8
H 0.921 -5.084 0.266 -0.1 -0.1 1.4
H -3.234 3.832 -0.714 -1.5 -0.7 -0.1
H -4.648 1.691 -3.821 -0.1 -0.3 0.1
H 1.591 -4.030 2.657 -1.0 1.9 0.7
H 3.087 -1.490 2.699 0.2 -0.5 0.6
H -4.821 3.353 -3.302 0.3 1.0 -0.7
H -2.653 3.844 1.567 0.2 -0.1 0.1
H -6.243 0.573 1.878 0.4 0.0 -0.6
H -0.056 5.844 -4.252 -0.1 0.3 -0.2
H 5.984 2.306 -5.689 -0.6 0.1 0.3
H 6.479 0.552 -3.164 -0.2 -0.4 -0.2
H 4.343 -0.341 5.775 0.1 0.0 -0.1
H -5.202 1.482 0.758 0.0 0.7 -0.2
H -2.016 2.022 -7.546 -0.1 0.4 -0.1
H -3.271 2.454 -6.322 0.4 -0.7 -0.2
H 2.937 -5.091 2.666 0.2 -0.1 -0.1
H -0.982 5.143 0.111 -1.1 0.6 0.1
H -6.977 2.002 -4.216 0.0 0.1 0.1
H 1.211 -2.229 -7.267 0.2 0.3 0.1
H -0.608 -0.725 4.164 -0.5 0.4 -0.9
H -4.625 0.430 -0.840 0.1 0.0 0.4
H 2.142 -6.259 0.658 0.1 0.2 0.3
H 1.359 -5.815 2.925 0.1 1.0 -0.2
H -5.029 -1.438 1.331 0.1 0.9 0.0
H 1.672 5.287 4.894 0.1 0.0 -0.2
H -1.433 3.268 -5.120 0.4 -0.4 0.7
H 5.381 2.122 1.542 -0.1 -0.4 0.4
H -3.782 2.186 -1.812 1.5 -0.2 0.2
```
Forces are in eV/Å.

Properties
- HOMO-LUMO gap (spin up / spin down) (eV) = 9.08 / 9.31
- multiplicity = 7
- <S²> = 12.05
- electronic energy (eV) = -219340.433

# 2
Density functional theory data (ωB97M-V with the def2-TZVPD basis set) for a 14-piece molecular cluster, C40H114N6O22 overall in a non-equilibrium geometry.

The geometry in XYZ format:
```
182
Properties=species:S:1:pos:R:3:forces:R:3
O -21.244 4.715 10.072 0.0 -0.8 -0.4
O -9.824 5.387 15.182 0.0 0.3 -0.2
O -7.092 2.829 11.548 0.1 -0.4 0.3
O -12.298 -1.137 6.112 0.2 -0.2 0.3
O -12.219 7.428 5.698 0.1 0.0 0.3
O -16.925 1.696 13.080 0.3 -0.2 0.1
O -17.883 8.830 7.241 0.7 0.0 0.0
O -18.329 4.639 9.898 0.1 -0.1 0.4
O -14.301 -1.239 11.782 0.0 0.4 0.1
O -17.061 9.391 12.482 0.3 -0.1 1.1
O -6.299 1.881 8.524 0.0 0.3 -0.1
O -12.826 -0.349 14.191 0.5 -0.2 -0.4
O -7.597 3.512 16.150 0.3 -0.3 -0.4
O -13.978 4.263 10.515 0.1 -0.4 -0.5
O -14.734 -0.537 8.939 -0.6 0.6 0.0
O -15.707 5.101 6.394 -0.1 -0.1 -0.2
O -5.918 1.641 14.822 0.0 0.1 -0.3
O -9.574 3.298 7.821 0.3 0.3 0.0
O -13.770 6.008 14.439 0.1 -0.7 -0.6
O -10.429 7.371 7.839 0.2 -1.0 -0.5
O -10.361 0.681 7.046 -0.1 0.0 -0.3
O -10.772 0.107 11.611 -0.5 -0.7 0.0
N -16.670 10.920 9.985 -0.5 0.1 0.5
N -18.883 11.617 11.900 -0.2 -0.6 -0.9
N -10.885 8.203 13.662 1.2 0.2 0.2
N -15.987 1.464 6.978 -0.1 0.3 0.0
N -11.570 2.446 9.715 0.0 -0.9 0.8
N -14.898 0.480 15.915 0.3 -0.2 -0.6
C -13.072 8.849 14.474 0.0 0.2 0.2
C -10.573 0.528 5.638 -0.3 -0.1 0.8
C -15.356 9.062 9.053 -0.6 0.5 -0.3
C -13.944 2.831 6.797 1.1 0.1 0.4
C -14.124 0.296 9.932 0.5 -1.3 0.0
C -8.995 3.276 15.995 0.4 0.3 0.3
C -16.264 6.089 5.556 -0.3 -0.5 -0.2
C -9.623 4.028 14.837 -0.2 -0.4 0.5
C -10.384 3.940 11.334 -0.4 -0.9 0.2
C -12.044 7.716 14.407 -0.1 -0.2 0.6
C -16.694 2.756 12.174 -0.7 0.4 0.3
C -12.630 6.461 13.743 0.3 1.1 -0.2
C -11.820 7.484 8.093 0.0 1.6 0.9
C -11.114 -0.876 5.407 0.9 -0.2 -1.1
C -19.327 11.891 14.240 0.1 -0.7 -0.2
C -14.684 0.067 11.327 -0.2 0.5 -0.3
C -18.702 7.703 7.201 -0.4 -0.8 0.4
C -6.533 1.555 13.553 -1.4 -0.3 0.5
C -11.715 0.445 13.819 0.8 -0.3 -0.4
C -12.635 6.912 6.956 0.2 -0.4 -0.3
C -17.334 0.141 15.715 0.0 0.1 -0.1
C -12.609 4.598 10.295 -0.1 -1.0 0.9
C -19.053 5.521 10.767 0.4 -0.5 -1.1
C -16.457 8.179 12.879 0.2 -0.5 0.2
C -16.077 1.735 14.205 0.8 1.6 -0.3
C -8.398 3.054 8.584 -0.2 -0.3 0.6
C -18.139 9.741 13.334 -1.2 0.2 0.3
C -10.627 -0.260 13.004 0.3 0.4 -0.8
C -14.364 4.993 13.616 -0.4 0.5 0.6
C -20.395 4.958 11.191 -0.2 1.2 -1.1
C -14.824 5.175 9.866 -0.6 1.3 0.1
C -7.275 2.529 7.717 -0.4 0.0 -0.9
C -16.484 10.091 8.808 0.0 -0.5 0.1
C -15.446 2.839 7.075 0.5 -1.1 -0.2
C -6.173 2.702 12.652 0.1 0.6 -1.2
C -18.385 11.238 13.211 0.4 0.9 0.3
C -16.190 3.805 6.148 -0.1 -1.0 0.7
C -17.825 9.388 8.558 -0.1 -0.2 -0.5
C -16.021 0.454 14.978 -1.0 -0.4 0.1
C -11.720 3.442 10.782 -0.5 0.4 0.4
H -10.249 1.636 7.206 0.2 -0.2 0.2
H -6.555 2.972 10.763 -0.2 -0.2 -0.2
H -14.587 5.372 8.815 0.2 -0.4 0.0
H -12.057 1.287 13.212 0.2 0.3 0.1
H -12.359 5.473 10.903 0.0 0.4 -0.4
H -15.636 3.041 8.131 0.0 0.9 -0.1
H -9.932 8.049 8.295 -0.2 0.1 0.1
H -13.966 8.650 15.067 0.1 -0.5 0.0
H -11.680 7.566 15.434 -0.6 -0.7 0.1
H -6.244 3.657 13.182 0.3 -0.2 0.4
H -5.175 2.605 12.214 0.2 0.0 0.4
H -12.490 2.010 9.661 -0.1 0.7 -0.9
H -17.249 3.650 12.487 0.1 0.1 0.1
H -15.534 0.914 6.255 0.0 0.3 -0.2
H -16.201 8.064 13.940 -0.4 0.7 0.2
H -9.793 3.058 11.595 0.4 0.1 -0.5
H -11.911 5.657 13.544 0.2 0.0 0.6
H -12.457 4.726 9.221 0.3 0.4 0.0
H -20.329 11.482 14.102 -0.1 0.1 0.1
H -7.416 4.451 16.260 -0.2 0.0 0.0
H -6.413 0.546 13.152 0.7 0.2 -0.3
H -15.471 8.091 12.424 -0.3 -0.2 -0.7
H -18.406 5.707 11.625 -0.1 0.0 0.1
H -17.949 8.566 9.273 -0.1 0.1 0.2
H -17.995 9.469 14.387 0.8 0.3 0.0
H -19.024 11.764 15.281 0.1 -0.1 -0.1
H -20.278 3.981 11.650 -0.1 0.2 0.5
H -9.873 4.610 10.645 0.2 0.0 0.1
H -14.151 1.336 9.610 -0.6 0.0 -0.1
H -9.613 0.082 13.235 -0.2 0.1 0.6
H -10.533 4.391 12.315 -0.2 0.6 -0.3
H -12.605 9.702 14.972 0.1 0.1 -0.2
H -12.567 5.819 6.919 0.1 0.0 0.2
H -16.320 10.659 7.890 0.3 0.3 0.3
H -8.059 3.934 9.140 -0.1 0.3 -0.2
H -10.303 3.266 8.472 -0.2 -0.2 -0.2
H -15.638 3.035 12.111 0.1 -0.2 -0.2
H -19.715 7.937 7.553 -0.1 0.0 -0.1
H -15.964 11.605 10.225 0.3 0.0 -0.7
H -11.289 -1.066 4.342 -0.4 0.5 0.0
H -10.320 -1.618 5.575 -0.1 0.1 0.7
H -8.659 2.335 9.367 0.3 -0.3 -0.1
H -12.030 -1.211 7.036 -0.3 0.2 0.0
H -11.168 1.647 10.221 0.8 0.2 -0.4
H -18.311 6.883 7.827 0.1 0.2 0.3
H -17.122 2.493 11.208 0.3 -0.1 -0.1
H -18.771 12.608 11.719 -0.1 0.1 0.3
H -18.190 -0.143 15.100 0.3 0.1 -0.4
H -11.314 1.265 5.320 0.0 0.0 -0.2
H -14.759 1.428 16.256 -0.1 0.0 0.1
H -18.738 7.224 6.221 -0.2 0.8 -0.2
H -15.058 2.068 13.934 0.2 -0.8 -0.7
H -16.679 10.296 10.792 -0.1 0.1 -0.1
H -11.289 7.178 5.624 0.0 0.2 -0.1
H -13.669 2.190 5.955 -0.4 0.3 -0.4
H -19.030 9.136 13.108 -0.1 0.2 -0.6
H -16.082 3.457 5.112 0.4 0.3 -0.2
H -12.882 6.794 12.722 -0.4 0.1 0.0
H -14.895 -1.411 9.302 0.1 -0.1 0.0
H -7.630 1.604 13.679 0.0 0.2 0.0
H -18.657 10.092 8.638 0.1 0.1 0.3
H -17.355 6.143 5.671 0.3 0.1 0.2
H -14.323 0.833 12.018 0.5 -0.2 0.1
H -10.562 3.509 14.601 -0.1 0.2 -0.1
H -17.659 1.033 16.256 0.1 -0.2 0.4
H -15.881 -0.356 14.254 0.3 0.0 0.1
H -19.349 12.957 14.020 -0.1 0.0 0.1
H -18.344 11.194 11.141 -0.2 0.1 0.3
H -13.479 3.815 6.683 -0.4 0.1 -0.3
H -21.480 5.501 9.573 0.2 0.3 0.3
H -9.629 0.704 5.115 0.0 -0.2 -0.3
H -15.258 4.598 14.097 0.0 0.2 0.2
H -12.076 7.105 9.089 -0.1 -0.6 -0.3
H -17.261 3.674 6.346 -0.1 0.4 0.2
H -15.779 7.018 5.840 -0.2 0.2 -0.3
H -14.655 5.456 12.672 0.1 -0.3 -0.2
H -14.929 -1.873 11.427 0.0 -0.1 0.3
H -6.415 2.340 15.281 0.3 -0.1 0.2
H -15.773 8.224 9.619 0.0 -0.3 -0.3
H -10.440 8.870 14.297 -0.4 0.6 -0.4
H -12.215 2.907 11.607 -0.3 0.6 0.2
H -20.869 5.766 11.759 0.0 -0.5 0.8
H -9.141 2.202 15.872 0.2 0.0 0.0
H -10.591 5.451 15.762 0.0 0.0 0.0
H -17.135 -0.707 16.368 -0.1 0.2 0.3
H -12.017 8.558 8.219 -0.4 0.0 -0.4
H -5.537 1.775 7.947 0.1 -0.2 0.3
H -11.173 0.793 14.698 -0.7 0.1 0.4
H -6.824 3.334 7.124 0.0 0.2 0.3
H -10.112 7.534 13.699 -0.6 -0.6 -0.4
H -16.256 2.614 14.853 -1.0 -0.3 0.3
H -15.697 1.000 7.831 -0.3 -0.3 -0.1
H -18.786 4.595 9.052 -0.1 -0.1 0.1
H -15.882 4.913 9.929 0.2 -0.6 0.0
H -10.578 -0.668 11.072 0.0 0.1 -0.1
H -17.393 11.688 13.374 0.1 -0.1 0.1
H -7.678 1.851 6.954 -0.2 -0.2 0.3
H -14.944 8.773 8.087 0.3 -0.4 0.3
H -14.073 0.246 15.343 -0.3 0.2 0.7
H -13.083 -0.045 9.919 0.2 0.5 0.5
H -13.318 2.387 7.581 -0.5 -0.1 0.4
H -9.010 4.007 13.936 0.2 -0.1 0.2
H -13.405 9.157 13.481 0.2 0.0 -0.1
H -13.691 4.146 13.463 0.2 0.1 -0.2
H -13.267 -0.673 13.385 0.1 -0.1 0.2
H -14.787 6.163 10.358 0.3 0.0 0.1
H -19.172 6.448 10.197 -0.3 0.3 0.4
H -9.438 3.581 16.949 -0.5 -0.1 -0.2
H -13.697 7.132 7.061 0.1 0.2 0.2
H -17.149 7.357 12.669 0.3 -0.3 -0.3
H -16.127 5.843 4.496 0.4 0.1 0.0
H -10.623 -1.342 13.152 -0.3 0.0 0.0
H -15.764 0.207 11.397 -0.1 -0.2 -0.3
H -14.616 9.494 9.726 0.3 0.1 -0.4
```
Forces are in eV/Å.

Properties
- HOMO-LUMO gap (eV) = 8.99
- ΔE to the lowest compared entry with this formula, charge and spin (kcal/mol) = 29.56
- electronic energy (eV) = -97306.451